DFT (ωB97M-V with the def2-TZVPD basis set) results for a structure of composition C23H35N3O4.

```
65
Properties=species:S:1:pos:R:3:nbo_charge:R:1
C 3.946 -3.916 -2.796 -0.62
C 2.956 -4.487 -1.907 -0.07
H 3.337 -4.758 -1.012 0.17
H 2.613 -5.453 -2.436 0.18
O 2.106 -3.628 -1.672 -0.48
C 0.996 -3.716 -2.429 0.79
O 0.914 -4.447 -3.328 -0.57
C -0.091 -2.592 -2.159 -0.29
N 0.185 -2.054 -0.860 -0.62
C 1.026 -0.899 -0.682 0.79
O 1.080 -0.398 -1.781 -0.69
N 1.463 -0.676 0.367 -0.46
C 1.348 -1.205 1.720 -0.18
H 1.237 -2.410 1.632 0.21
H 1.893 -0.917 2.415 0.19
C -0.263 -1.233 2.306 -0.05
O -0.481 -2.148 3.194 -0.55
C -1.873 -2.185 3.646 -0.26
H -2.767 -2.086 2.699 0.17
H -2.103 -3.072 4.303 0.22
H -2.044 -1.200 4.041 0.18
H -0.486 -0.356 2.793 0.14
H -1.079 -1.175 1.349 0.17
C 2.191 0.470 0.741 -0.16
H 2.490 0.928 -0.651 0.17
C 1.412 1.870 1.209 -0.19
C 2.472 3.120 1.252 -0.38
C 1.311 4.262 1.578 -0.42
C 0.236 4.257 0.878 -0.26
N -0.554 3.146 0.992 -0.46
C -2.022 3.238 0.352 0.02
H -2.246 4.230 0.669 0.20
C -2.822 2.085 1.040 -0.45
C -2.731 1.093 -0.064 0.02
C -3.180 -0.264 -0.010 -0.24
C -3.438 -1.029 -1.216 -0.20
C -2.803 -0.341 -2.528 -0.17
C -2.526 0.765 -2.228 -0.12
C -2.506 1.612 -1.302 -0.10
C -2.214 2.918 -1.109 -0.46
H -2.939 3.734 -1.244 0.24
H -1.299 3.140 -1.527 0.23
H -2.064 1.239 -3.379 0.13
H -2.676 -1.066 -3.227 0.22
H -3.537 -2.112 -1.279 0.21
H -3.564 -0.531 0.980 0.21
H -3.708 2.508 1.401 0.23
H -2.224 1.805 2.059 0.23
C 0.130 2.079 0.252 -0.27
H -0.448 0.984 0.361 0.22
H 0.458 2.227 -0.732 0.20
H -0.448 5.231 1.112 0.21
H 0.392 4.784 -0.286 0.14
H 1.196 4.128 2.830 0.20
H 2.029 5.240 1.756 0.24
H 3.031 2.872 1.985 0.19
H 2.739 3.280 0.119 0.22
H 1.173 1.492 2.243 0.19
H 3.033 0.422 1.250 0.18
H 0.106 -2.707 0.319 0.34
H -1.041 -2.966 -2.074 0.21
H -0.119 -1.806 -2.670 0.25
H 4.830 -4.496 -3.112 0.20
H 4.381 -3.165 -2.386 0.20
H 3.586 -3.665 -3.754 0.21
```

Properties
F_max in eV/A: 19.01
E_LUMO in eV: 0.6
Energy in Eh: -1361.7953
Relative energy (zero: lowest compared OMol25 entry of this formula, charge and spin) in kJ/mol: 2360.9

DFT (ωB97M-V with the def2-TZVPD basis set) results for the molecule C6H4N4.

```
14
Properties=species:S:1:pos:R:3:nbo_charge:R:1
C 3.535 0.795 -0.105 0.15
C 2.407 -0.991 0.145 0.45
C -0.011 0.925 0.189 0.04
C -0.104 -1.645 0.056 0.20
C -0.485 -0.396 0.110 -0.21
C -1.579 -1.477 -0.001 -0.38
N 4.335 -0.236 -0.099 -0.26
N 3.628 -1.372 0.068 -0.34
N 1.226 1.263 0.159 -0.18
N 2.246 0.384 0.062 -0.29
H 3.827 1.811 -0.256 0.22
H -0.704 1.753 0.285 0.22
H -2.090 -1.613 -0.947 0.20
H -2.171 -1.720 0.871 0.20
```

Properties
F_max in eV/A: 2.55
E_LUMO (spin up / spin down) in eV: -0.6 / -2.9
Energy in Eh: -449.7109
Expectation value of S²: 2.02
Spin multiplicity: 3

DFT (ωB97M-V with the def2-TZVPD basis set) results for a structure of composition C44H67Br6N14O16.

```
147
Properties=species:S:1:pos:R:3:mulliken_charge:R:1
C 0.947 -0.907 -2.489 0.17
C 1.221 -1.470 -1.122 0.04
N 0.406 -0.825 -0.090 0.88
C 0.049 0.565 0.062 -0.79
C -0.476 0.755 1.374 -1.14
N -0.425 -0.469 2.027 0.97
C 0.189 -1.354 1.101 -0.69
C -0.758 -0.662 3.479 -0.34
H 1.752 -1.285 -3.120 -0.32
H 0.995 0.181 -2.552 -0.01
H -0.014 -1.129 -2.954 -0.21
H 2.251 -1.412 -0.771 0.38
H 1.071 -2.549 -1.161 -0.11
H 0.206 1.155 -0.829 0.45
H -0.850 1.671 1.807 0.83
H 0.523 -2.365 1.281 0.22
H -0.338 0.160 4.059 0.35
H -0.287 -1.496 3.998 -0.05
H -1.827 -0.647 3.691 0.06
C -0.897 -3.644 -5.714 -0.14
Br -1.684 -2.877 -4.105 0.13
Br -2.198 -3.962 -7.111 -0.02
Br 0.020 -5.429 -5.359 -0.03
H -0.168 -2.872 -5.956 0.13
C 6.039 0.542 -2.953 -0.56
Br 4.407 -0.186 -3.765 0.21
Br 6.967 2.111 -3.825 -0.08
Br 7.367 -0.959 -2.877 -0.01
H 5.805 0.933 -1.962 0.50
C -3.682 -0.684 1.496 -0.47
C -3.740 -2.043 1.724 -0.46
C -3.620 -2.892 0.684 0.14
C -3.526 -2.417 -0.634 -1.19
C -3.439 -1.068 -0.749 -0.10
C -3.490 -0.196 0.270 0.15
O -3.527 1.169 0.113 -0.15
O -3.554 -4.197 0.832 -0.56
H -3.876 0.054 2.259 0.71
H -3.980 -2.318 2.740 0.51
H -3.517 -3.108 -1.464 0.60
H -3.568 -0.656 -1.739 0.38
H -3.658 1.377 -0.815 0.20
H -4.364 -4.656 1.067 0.34
C 4.797 -2.829 -5.386 -0.45
C 5.734 -3.598 -4.621 -0.86
C 5.232 -4.616 -3.832 0.46
C 3.908 -4.586 -3.586 -0.38
C 2.990 -3.838 -4.246 0.17
C 3.384 -2.967 -5.256 0.09
O 2.545 -2.483 -6.205 -0.43
O 6.063 -5.473 -3.275 -0.56
H 5.233 -2.116 -6.070 0.39
H 6.803 -3.458 -4.684 0.73
H 3.423 -5.244 -2.880 0.01
H 1.916 -3.893 -4.137 0.14
H 2.976 -2.606 -7.054 0.32
H 5.608 -6.056 -2.663 0.30
C -3.780 5.382 1.750 -0.61
C -4.692 6.330 1.435 -0.50
C -5.318 6.358 0.245 0.55
C -5.075 5.297 -0.648 -0.71
C -4.200 4.317 -0.345 -0.26
C -3.551 4.389 0.860 0.33
O -2.655 3.375 1.140 0.05
O -6.152 7.358 -0.082 -0.57
H -3.501 5.288 2.789 0.34
H -4.835 7.113 2.165 0.27
H -5.441 5.272 -1.664 0.43
H -4.000 3.463 -0.975 0.00
H -2.997 2.508 0.909 0.31
H -5.958 8.122 0.467 0.30
C -3.282 3.324 5.285 -0.36
C -4.526 3.999 5.012 -0.54
C -5.746 3.290 4.931 0.23
C -5.669 1.896 5.042 -0.37
C -4.466 1.191 5.228 -0.65
C -3.298 1.910 5.469 0.60
O -2.122 1.259 5.759 -0.35
O -6.971 3.856 4.790 -0.57
H -2.332 3.834 5.337 0.31
H -4.613 5.026 5.335 0.45
H -6.537 1.266 4.922 0.31
H -4.485 0.112 5.181 0.48
H -1.526 1.867 6.203 0.18
H -7.570 3.267 4.326 0.32
C 4.546 3.967 -6.600 -0.58
C 3.990 2.798 -6.917 -0.74
C 3.133 2.143 -5.997 0.30
C 2.782 2.824 -4.845 -0.04
C 3.401 4.035 -4.499 -0.79
C 4.291 4.519 -5.413 1.17
O 4.849 5.744 -5.162 -0.43
O 2.516 0.977 -6.286 -0.25
H 5.255 4.340 -7.325 0.33
H 4.237 2.318 -7.852 0.37
H 2.052 2.242 -4.301 0.49
H 3.350 4.459 -3.507 0.52
H 5.541 5.904 -5.808 0.32
H 2.552 0.781 -7.225 0.30
C 1.729 -0.166 6.435 0.58
O 2.124 -1.282 6.892 -0.81
N 2.110 0.374 5.359 -0.21
N 0.816 0.588 6.942 -0.31
H 2.972 -0.017 5.005 0.22
H 1.847 1.340 5.225 0.15
H 0.724 1.519 6.561 0.16
H 0.402 0.276 7.809 0.21
C -0.288 -4.588 3.650 0.36
O 0.847 -5.064 3.461 -0.89
N -0.956 -4.271 2.590 0.19
N -0.892 -4.465 4.785 -0.24
H -1.961 -4.234 2.677 0.11
H -0.511 -4.634 1.759 -0.02
H -1.766 -3.962 4.843 0.14
H -0.405 -4.741 5.625 0.30
C 3.296 -2.676 3.771 0.44
O 3.954 -1.633 3.795 -0.77
N 3.618 -3.693 3.055 -0.27
N 2.122 -2.734 4.362 0.06
H 4.480 -3.734 2.531 0.21
H 2.913 -4.407 2.937 0.19
H 2.104 -2.435 5.327 0.25
H 1.422 -3.384 4.037 0.07
C 0.613 4.930 1.177 0.56
O 0.475 5.239 0.029 -0.67
N 1.445 5.503 1.951 -0.41
N 0.006 4.032 1.837 0.13
H 2.133 6.104 1.519 0.23
H 1.391 5.476 2.959 0.17
H -0.984 3.890 1.700 0.09
H 0.414 4.117 2.757 0.09
C 1.198 -5.405 0.090 0.74
O 0.097 -4.807 0.166 -0.80
N 1.899 -5.942 1.081 -0.31
N 1.677 -5.688 -1.075 -0.37
H 2.703 -6.520 0.883 0.15
H 1.461 -5.998 1.990 0.22
H 1.221 -5.183 -1.821 0.14
H 2.669 -5.877 -1.102 0.24
C -2.237 1.466 -3.151 0.36
O -2.822 1.912 -2.262 -0.66
N -2.711 0.495 -3.977 -0.32
N -0.968 1.721 -3.384 -0.17
H -3.715 0.505 -4.080 0.26
H -2.103 0.249 -4.745 0.12
H -0.554 2.503 -2.897 0.24
H -0.570 1.408 -4.258 0.05
```

Properties
F_max in eV/A: 7.63
Net charge: +2
E_LUMO (spin up / spin down) in eV: -5.2 / -9.0
Energy in Eh: -19130.7888
Expectation value of S²: 0.76
Spin multiplicity: 2

DFT (ωB97M-V with the def2-TZVPD basis set) results for a structure of composition C4H2Br2N2O2S.

```
13
Properties=species:S:1:pos:R:3:nbo_charge:R:1
C 0.345 0.694 -0.093 -0.01
C 0.098 -0.625 0.308 -0.44
C 2.425 0.149 0.368 -0.10
C 3.781 0.282 0.411 -0.25
N 1.619 1.033 -0.083 -0.43
N 3.064 -1.364 -1.975 0.51
O 2.350 -2.186 -1.454 -0.28
O 3.569 -1.257 -3.062 -0.26
S 1.563 -1.346 0.792 0.47
Br 4.525 1.824 -0.285 0.18
Br 4.831 -1.083 1.049 0.17
H -0.486 1.299 -0.432 0.21
H -0.778 -1.141 0.229 0.23
```

Properties
F_max in eV/A: 3.56
E_LUMO (spin up / spin down) in eV: -1.5 / -1.9
Energy in Eh: -5959.6406
Relative energy (zero: lowest compared OMol25 entry of this formula, charge and spin) in kJ/mol: 52.1

DFT (ωB97M-V with the def2-TZVPD basis set) results for a cluster of 11 separate species, C25H61N11O15 in total.

```
112
Properties=species:S:1:pos:R:3:mulliken_charge:R:1
C 0.052 1.185 -4.471 0.15
O 0.271 0.028 -4.260 -0.60
N 0.826 2.260 -4.070 0.15
C 0.383 3.585 -4.495 -0.80
C 1.823 2.167 -3.079 -1.00
H -0.764 1.601 -5.065 0.22
H 1.174 4.292 -4.680 0.32
H -0.275 4.112 -3.747 0.25
H -0.317 3.538 -5.331 0.31
H 2.670 2.803 -3.421 0.34
H 1.375 2.478 -2.111 0.24
H 2.147 1.160 -3.051 0.36
C -1.680 -4.407 -3.530 0.03
O -2.146 -3.408 -3.082 -0.36
N -0.372 -4.558 -3.807 0.26
C 0.133 -5.838 -4.227 -1.07
C 0.561 -3.563 -3.372 -0.81
H -2.300 -5.332 -3.985 0.12
H 0.500 -5.865 -5.230 0.29
H -0.722 -6.540 -4.173 0.37
H 0.782 -6.180 -3.474 0.41
H 0.397 -3.335 -2.308 0.02
H 1.548 -3.846 -3.643 0.48
H 0.429 -2.608 -3.915 0.27
C -3.857 -0.511 1.578 0.35
O -3.938 0.397 0.795 -0.67
N -4.407 -1.712 1.469 0.14
C -4.437 -2.556 2.645 -0.85
C -5.173 -2.083 0.314 -1.10
H -3.264 -0.450 2.504 0.18
H -5.415 -2.619 3.112 0.29
H -3.686 -2.140 3.320 0.26
H -4.216 -3.546 2.206 0.34
H -5.330 -1.191 -0.229 0.34
H -4.573 -2.720 -0.236 0.38
H -6.103 -2.523 0.625 0.35
C 4.616 -2.146 3.929 0.04
O 4.998 -2.302 2.737 -0.59
N 4.053 -1.033 4.446 0.26
C 3.801 -0.906 5.838 -0.95
C 3.722 0.083 3.645 -0.53
H 4.735 -2.975 4.623 0.32
H 4.250 -0.018 6.297 0.31
H 4.064 -1.816 6.394 0.31
H 2.730 -0.868 6.095 0.32
H 2.646 0.220 3.728 0.30
H 4.120 1.007 4.072 0.31
H 3.992 -0.111 2.659 -0.10
C 4.092 1.182 0.068 -0.18
O 2.894 1.226 0.242 -0.05
N 4.832 0.128 -0.320 0.27
C 6.275 0.119 -0.292 -0.99
C 4.130 -1.099 -0.538 -0.73
H 4.731 2.144 0.254 0.12
H 6.590 -0.436 -1.188 0.32
H 6.599 -0.475 0.560 0.31
H 6.709 1.098 -0.402 0.35
H 4.558 -1.879 0.115 0.36
H 3.085 -0.849 -0.257 -0.11
H 4.333 -1.408 -1.551 0.40
C -4.130 1.124 -4.017 -0.06
O -3.686 2.180 -3.652 -0.51
N -3.689 -0.073 -3.583 0.38
C -4.058 -1.282 -4.293 -0.83
C -2.739 -0.100 -2.469 -0.24
H -4.868 1.035 -4.810 0.33
H -4.967 -1.108 -4.876 0.38
H -4.284 -2.078 -3.568 0.24
H -3.235 -1.742 -4.857 0.23
H -2.765 -1.068 -1.993 0.20
H -1.751 -0.001 -2.848 0.10
H -2.964 0.632 -1.647 -0.18
C -1.734 3.359 2.899 0.77
O -2.799 3.796 2.598 -0.77
N -1.155 3.650 4.120 0.15
C -1.862 4.545 4.976 -1.02
C 0.147 3.159 4.545 -0.57
H -1.172 2.761 2.199 -0.06
H -2.764 4.899 4.470 0.31
H -1.055 5.272 5.284 0.30
H -2.223 4.053 5.933 0.27
H 0.479 2.469 3.815 -0.11
H 0.860 3.996 4.644 0.36
H 0.093 2.634 5.511 0.37
C -3.119 3.701 -0.424 -0.14
N -1.689 4.288 -0.472 0.70
O -1.519 5.449 -0.747 -0.59
O -0.764 3.471 -0.339 -0.26
H -3.236 3.600 0.651 0.24
H -3.078 2.731 -0.847 -0.19
H -3.762 4.426 -0.910 0.33
C 1.322 3.864 1.442 -0.28
N 2.764 3.882 1.704 1.06
O 3.085 3.494 2.819 -0.59
O 3.539 4.129 0.776 -0.61
H 0.822 4.586 2.077 0.44
H 1.007 2.853 1.646 -0.37
H 1.208 4.174 0.381 0.29
C -0.136 0.006 -0.027 0.19
N 0.258 -0.521 1.371 1.23
O 0.114 0.120 2.330 -0.61
O 0.783 -1.660 1.403 -0.62
H -0.855 -0.736 -0.414 0.13
H 0.722 0.027 -0.670 0.20
H -0.519 0.963 0.129 -0.58
C 0.217 -4.564 0.671 -0.82
N -0.026 -5.824 0.003 1.03
O 0.925 -6.574 -0.141 -0.57
O -1.159 -6.061 -0.344 -0.57
H 1.190 -4.617 1.154 0.35
H -0.448 -4.640 1.482 0.42
H 0.024 -3.635 0.178 0.14
```

Properties
F_max in eV/A: 5.26
Structure (SMILES): C[N+](=O)[O-].C[N+](=O)[O-].C[N+](=O)[O-].C[N+](=O)[O-].CN(C)C=O.CN(C)C=O.CN(C)C=O.CN(C)C=O.CN(C)C=O.CN(C)C=O.CN(C)C=O
E_LUMO in eV: 0.3
Energy in Eh: -2719.6528
Relative energy (zero: lowest compared OMol25 entry of this formula, charge and spin) in kJ/mol: 97.7

DFT (ωB97M-V with the def2-TZVPD basis set) results for a structure of composition C33H48Br33FO2Si.

```
118
Properties=species:S:1:pos:R:3:mulliken_charge:R:1
C -3.796 -2.450 8.120 -0.70
C -5.070 -2.962 7.713 -0.21
C -6.123 -2.214 6.759 0.13
C -6.510 -0.721 7.295 -0.24
O -7.758 -0.818 8.043 -0.41
C -7.517 -1.101 9.428 -0.02
F -7.774 -2.490 9.772 -0.29
O -5.783 -2.247 5.360 -0.34
C -4.579 -1.500 5.059 -0.61
C -4.786 -0.620 3.708 0.11
C -4.676 -1.581 2.398 -0.74
C -3.973 -0.788 1.184 -0.18
C -2.998 -1.687 0.271 0.53
C -1.645 -0.819 0.056 -0.83
C -0.666 -1.499 -1.016 -0.34
C 0.281 -0.418 -1.789 -0.49
C 1.414 -1.285 -2.550 -0.33
Si 3.078 -0.333 -2.612 -0.48
C 4.075 -0.389 -0.968 -0.86
C 4.150 -1.241 -3.957 -0.69
C 2.838 1.488 -3.147 0.89
C 2.932 2.670 -2.146 -0.14
C 2.770 4.139 -2.636 -0.58
C 2.516 4.406 -4.154 -0.49
C 2.370 3.226 -5.164 -0.69
C 2.535 1.785 -4.637 -0.20
H -3.613 -1.528 8.765 0.25
H -2.872 -3.065 7.818 0.25
H -5.374 -3.986 8.151 0.30
H -7.106 -2.811 6.860 0.35
H -6.748 -0.070 6.371 0.04
H -5.657 -0.235 7.876 0.30
H -6.467 -0.801 9.766 0.21
H -8.275 -0.470 10.022 0.23
H -3.770 -2.277 4.780 0.22
H -4.150 -0.896 5.926 0.33
H -3.892 0.105 3.670 -0.10
H -5.754 -0.010 3.724 0.27
H -5.759 -1.816 2.072 0.16
H -4.126 -2.545 2.661 0.35
H -3.353 0.090 1.595 0.11
H -4.789 -0.347 0.499 0.29
H -3.446 -1.906 -0.766 -0.61
H -2.750 -2.709 0.749 0.28
H -1.096 -0.854 1.070 0.22
H -1.898 0.260 -0.254 0.28
H 0.076 -2.183 -0.449 0.33
H -1.196 -2.085 -1.845 0.06
H -0.323 0.114 -2.618 0.19
H 0.696 0.384 -1.090 0.30
H 1.589 -2.269 -1.991 0.46
H 1.083 -1.507 -3.619 0.21
H 3.381 -0.085 -0.105 0.30
H 4.967 0.347 -0.998 0.27
H 4.506 -1.430 -0.732 0.25
H 3.521 -1.499 -4.882 0.27
H 5.042 -0.611 -4.287 0.27
H 4.500 -2.247 -3.518 0.04
H 3.118 2.467 -1.042 0.28
H 2.856 5.050 -1.951 0.34
H 2.422 5.477 -4.521 0.34
H 2.171 3.420 -6.269 0.37
H 2.454 0.907 -5.362 0.24
C 7.146 -4.880 -2.548 0.19
Br 5.956 -5.954 -1.456 -0.02
Br 6.784 -5.100 -4.441 -0.02
Br 7.119 -3.013 -2.022 0.13
H 8.157 -5.246 -2.373 -0.24
C -3.961 3.810 3.478 -0.33
Br -5.245 2.926 4.633 -0.02
Br -2.247 2.902 3.476 -0.03
Br -4.654 4.044 1.682 -0.01
H -3.795 4.804 3.888 0.36
C -3.981 -1.786 -4.260 -0.41
Br -4.709 -2.960 -2.900 -0.05
Br -3.986 0.068 -3.690 0.03
Br -2.219 -2.359 -4.837 -0.04
H -4.637 -1.855 -5.126 0.45
C 11.445 -5.571 -1.420 -0.36
Br 10.248 -6.635 -0.326 -0.05
Br 11.074 -5.785 -3.311 -0.02
Br 11.433 -3.706 -0.891 0.03
H 12.453 -5.946 -1.248 0.37
C -2.413 6.938 0.498 -0.04
Br -0.869 6.868 -0.673 0.01
Br -1.951 7.603 2.262 -0.04
Br -3.872 7.944 -0.292 0.08
H -2.764 5.913 0.625 0.00
C -2.484 -6.089 -3.879 -0.10
Br -2.989 -5.868 -2.020 -0.01
Br -0.569 -5.913 -4.131 0.00
Br -3.160 -7.750 -4.617 -0.03
H -2.954 -5.278 -4.434 0.11
C -6.303 9.839 -3.557 -0.35
Br -6.798 10.122 -1.703 -0.03
Br -4.389 10.000 -3.823 0.00
Br -6.987 8.156 -4.235 0.02
H -6.773 10.632 -4.136 0.35
C 9.847 -0.165 1.355 -0.30
Br 9.110 -1.224 -0.093 0.03
Br 11.689 -0.642 1.730 -0.04
Br 9.645 1.737 1.033 -0.05
H 9.269 -0.400 2.248 0.30
C 8.782 -3.433 4.366 -0.42
Br 9.313 -3.701 2.521 0.14
Br 10.068 -2.351 5.335 -0.02
Br 6.986 -2.712 4.501 -0.01
H 8.768 -4.413 4.840 0.36
C -5.612 3.422 -5.875 -0.37
Br -6.121 3.644 -4.015 0.00
Br -3.696 3.591 -6.122 0.00
Br -6.291 1.762 -6.616 -0.02
H -6.078 4.233 -6.431 0.36
C 6.396 4.276 -5.451 -0.38
Br 5.133 3.340 -4.318 0.22
Br 8.133 3.408 -5.474 -0.07
Br 5.699 4.537 -7.244 -0.07
H 6.541 5.264 -5.019 0.35
```

Properties
F_max in eV/A: 4.16
E_LUMO in eV: -0.4
Energy in Eh: -86768.0253